Below is a molecular structure, C22H31AuN3O9PS2Te in a non-equilibrium geometry, with properties calculated with the ωB97M-V functional and the def2-TZVPD basis.

Relative energy (zero: lowest compared OMol25 entry of this formula, charge and spin) (kcal per mole): 63.36
Kohn-Sham gap (eV): 3.584
E_LUMO (eV): -3.793
HOMO level (eV): -7.377

ORCA input file:
```
! wB97M-V def2-TZVPD RIJCOSX def2/J DEFGRID3
* xyz 0 1
Au -1.438 0.202 -0.220
C 0.140 -4.482 6.178
O -0.003 -3.203 5.579
C -0.417 -3.128 4.304
C -0.658 -4.261 3.492
C -1.096 -4.089 2.216
C -1.336 -2.813 1.642
C -1.876 -2.692 0.332
C -1.942 -3.867 -0.610
O -2.346 -1.632 -0.195
C -1.052 -1.651 2.464
O -1.167 -0.444 2.052
C -0.608 -1.869 3.787
H 0.481 -4.295 7.192
H 0.882 -5.092 5.659
H -0.813 -5.015 6.214
H -0.515 -5.259 3.878
H -1.302 -4.976 1.638
H -1.917 -4.834 -0.125
H -1.090 -3.779 -1.290
H -2.844 -3.780 -1.213
H -0.420 -1.001 4.404
C 0.932 6.576 -0.521
C 1.453 5.219 -0.947
O 0.638 4.200 -0.358
P 0.403 2.765 -1.032
O -0.655 2.162 -0.126
Te -0.005 2.860 -3.364
O 1.751 1.925 -0.689
C 2.993 2.200 -1.362
C 3.676 0.907 -1.750
H 1.554 7.361 -0.947
H 0.949 6.663 0.566
H -0.090 6.716 -0.872
H 2.486 5.090 -0.614
H 1.426 5.121 -2.036
H 3.623 2.773 -0.677
H 2.797 2.797 -2.257
H 3.822 0.278 -0.870
H 4.649 1.130 -2.185
H 3.085 0.366 -2.488
N 0.536 -0.819 -0.717
C 0.726 -1.388 -2.029
C -0.147 -1.036 -3.052
C 0.085 -1.474 -4.345
C 1.179 -2.285 -4.588
C 2.024 -2.689 -3.571
C 1.795 -2.241 -2.278
S 1.560 -2.787 -6.309
O 1.972 -1.521 -6.889
O 2.618 -3.766 -6.155
O 0.292 -3.303 -6.785
H 0.834 -1.452 0.021
H 1.076 0.049 -0.617
H -1.011 -0.423 -2.818
H -0.575 -1.197 -5.154
H 2.858 -3.332 -3.816
H 2.475 -2.521 -1.480
S -3.537 1.534 -0.282
C -3.121 2.385 1.140
N -3.260 3.708 1.253
C -2.587 4.205 2.451
C -2.352 2.906 3.244
N -2.705 1.865 2.281
H -3.415 4.281 0.441
H -3.212 4.916 2.987
H -1.645 4.686 2.180
H -3.005 2.831 4.115
H -1.318 2.791 3.565
H -2.291 0.926 2.357
*
```